# 1
84
Properties=species:S:1:pos:R:3:forces:R:3:lowdin_charge:R:1 method="wB97M-V/def2-TZVPD" total_energy_ev=-66553.5241 lumo_ev=0.67 smiles="CCCC[Si@H](Cc1ccccc1)C[C@H](C)Cl.CCOC(=O)OC.CCOC(=O)OC.CCOC(=O)OC" max_force_ev_per_a=0.81 charge=0 spin_multiplicity=1
C 6.207 -1.849 -0.505 -0.291 0.090 -0.294 -0.11
C 4.733 -1.872 -0.949 0.581 -0.023 0.063 -0.26
C 4.503 -1.136 -2.274 -0.428 -0.321 -0.164 -0.27
C 3.187 -0.351 -2.367 0.149 0.345 0.078 -0.27
Si 2.994 1.082 -1.163 0.192 -0.080 0.402 0.66
C 1.296 1.871 -1.316 -0.136 -0.309 -0.285 -0.23
C 0.107 1.022 -0.918 -0.549 0.094 -0.048 -0.28
C -1.179 1.465 -1.272 -0.029 -0.450 0.198 -0.05
C -2.320 0.757 -0.904 0.516 0.124 0.006 -0.09
C -2.203 -0.418 -0.171 0.334 -0.194 0.238 -0.11
C -0.942 -0.881 0.188 0.216 0.663 -0.414 -0.07
C 0.199 -0.159 -0.188 -0.307 -0.184 0.136 -0.06
C 4.351 2.404 -1.344 -0.521 0.079 0.110 -0.30
C 4.973 2.881 -0.031 0.151 -0.590 -0.290 -0.77
C 5.662 1.808 0.798 -0.012 0.368 0.034 -0.14
Cl 3.667 3.626 0.958 0.142 0.291 0.093 0.65
H 6.741 -2.658 -0.996 0.201 -0.131 0.086 0.07
H 6.696 -0.930 -0.820 0.026 0.199 0.056 0.05
H 6.319 -1.931 0.571 0.035 -0.180 0.121 0.07
H 4.470 -2.919 -1.077 -0.303 -0.118 0.040 0.10
H 4.092 -1.491 -0.159 -0.059 0.212 0.050 0.07
H 4.483 -1.882 -3.070 0.138 -0.029 -0.152 0.10
H 5.340 -0.486 -2.518 0.146 0.193 0.147 0.09
H 2.334 -1.014 -2.220 -0.116 -0.135 -0.002 0.07
H 3.097 0.045 -3.381 -0.120 0.037 -0.112 0.08
H 3.117 0.539 0.211 0.006 0.020 0.027 0.01
H 1.241 2.813 -0.773 0.217 0.128 0.167 0.06
H 1.162 2.148 -2.366 0.032 0.072 -0.116 0.09
H -1.288 2.376 -1.843 0.037 0.127 -0.056 0.11
H -3.288 1.140 -1.187 -0.162 -0.012 -0.029 0.10
H -3.070 -0.978 0.148 -0.173 0.001 -0.035 0.10
H -0.811 -1.784 0.763 -0.140 -0.146 0.083 0.10
H 1.163 -0.534 0.127 0.093 0.006 -0.015 0.08
H 5.130 2.123 -2.052 0.168 -0.173 0.032 0.08
H 3.853 3.275 -1.776 0.029 0.075 -0.206 0.07
H 5.702 3.650 -0.261 -0.103 0.370 0.137 0.09
H 4.954 1.228 1.375 -0.171 -0.245 -0.086 0.05
H 6.332 2.280 1.511 0.162 -0.005 0.046 0.08
H 6.231 1.158 0.140 0.131 -0.132 -0.015 0.07
C 0.447 3.618 2.291 -0.322 -0.005 0.045 -0.07
C 1.187 4.121 3.511 0.246 -0.156 -0.257 -0.22
O 0.335 4.895 4.372 -0.063 0.047 -0.007 0.04
C -0.486 4.192 5.146 0.211 0.057 0.163 -0.61
O -0.545 2.992 5.222 -0.092 -0.045 -0.065 0.12
O -1.211 5.051 5.866 -0.059 0.017 -0.034 0.00
C -2.161 4.433 6.736 -0.104 0.028 0.103 -0.04
H -0.027 4.447 1.762 0.094 0.026 -0.027 0.09
H 1.134 3.115 1.614 -0.003 -0.015 0.025 0.02
H -0.335 2.912 2.571 0.048 -0.041 0.034 0.08
H 1.985 4.801 3.220 -0.057 0.103 0.072 0.10
H 1.632 3.302 4.074 -0.104 -0.018 0.052 0.13
H -1.681 3.698 7.378 0.012 -0.048 -0.050 0.09
H -2.951 3.959 6.156 0.032 -0.070 0.009 0.10
H -2.582 5.231 7.341 0.041 0.059 -0.056 0.09
C -3.477 -1.656 -3.523 -0.189 -0.074 -0.171 -0.05
C -2.210 -1.249 -4.242 0.052 0.078 0.387 -0.21
O -2.200 -1.693 -5.609 -0.034 -0.067 -0.037 0.04
C -2.918 -0.957 -6.452 0.258 0.101 -0.038 -0.61
O -3.520 0.051 -6.186 -0.117 -0.020 0.018 0.12
O -2.821 -1.504 -7.666 -0.049 -0.047 -0.009 0.00
C -3.567 -0.826 -8.678 -0.036 -0.002 -0.147 -0.04
H -3.636 -2.732 -3.601 0.080 -0.010 0.046 0.08
H -3.404 -1.387 -2.471 0.032 -0.013 0.017 0.05
H -4.349 -1.159 -3.948 0.041 0.070 -0.006 0.08
H -1.345 -1.726 -3.783 0.028 -0.058 -0.112 0.12
H -2.057 -0.171 -4.204 -0.071 0.009 -0.081 0.12
H -3.311 0.231 -8.708 -0.031 0.018 0.061 0.09
H -4.635 -0.944 -8.502 -0.004 0.071 0.032 0.10
H -3.298 -1.296 -9.619 0.042 -0.065 0.049 0.09
C -4.600 -6.239 3.197 -0.110 0.159 0.040 -0.06
C -3.297 -5.624 2.734 0.037 -0.351 0.026 -0.21
O -3.453 -4.238 2.394 -0.028 0.045 -0.044 0.03
C -3.492 -3.398 3.428 0.182 0.026 -0.069 -0.61
O -3.368 -3.693 4.588 -0.081 -0.013 0.044 0.13
O -3.659 -2.166 2.950 -0.048 0.022 -0.032 -0.01
C -3.754 -1.149 3.953 0.008 0.177 0.020 -0.03
H -5.380 -6.085 2.450 0.033 -0.062 -0.041 0.08
H -4.474 -7.310 3.356 0.018 -0.011 -0.018 0.08
H -4.934 -5.790 4.131 0.058 -0.014 0.030 0.08
H -2.956 -6.101 1.817 -0.006 0.114 -0.063 0.12
H -2.514 -5.732 3.483 -0.044 0.090 0.055 0.12
H -2.908 -1.194 4.634 -0.015 -0.057 0.029 0.10
H -4.686 -1.253 4.507 0.036 -0.047 0.054 0.10
H -3.747 -0.200 3.424 0.001 -0.047 -0.078 0.09

***

# 2
78
Properties=species:S:1:pos:R:3:forces:R:3:lowdin_charge:R:1 method="wB97M-V/def2-TZVPD" relative_energy_kcal_mol=38.34 total_energy_ev=-52046.8332 lumo_ev="-1.97 / -3.73" max_force_ev_per_a=3.73 charge=+1 spin_multiplicity=3
Au 0.000 0.000 0.000 0.483 1.288 -3.161 1.39
C -1.595 -0.706 1.489 -0.660 -0.735 0.577 -0.26
C -1.196 -1.766 0.594 -0.427 -1.333 1.118 -0.27
C 0.663 -1.135 1.820 -0.076 -0.587 1.756 -0.26
C -0.452 -0.273 2.205 0.191 -1.069 1.635 -0.25
C 0.205 -2.055 0.843 -0.635 -1.203 0.838 -0.28
C -2.996 -0.219 1.687 0.020 -0.024 -0.007 -0.02
H -3.595 -0.324 0.778 0.041 -0.013 0.122 0.08
H -3.019 0.829 1.997 -0.008 -0.135 -0.013 0.09
H -3.483 -0.810 2.474 0.073 0.108 -0.126 0.11
C -0.386 0.784 3.261 -0.058 -0.046 -0.047 0.00
H -1.267 1.431 3.231 0.099 -0.093 0.036 0.09
H 0.502 1.407 3.113 -0.184 -0.179 0.002 0.07
H -0.331 0.331 4.260 -0.038 0.015 -0.181 0.11
C 2.011 -1.131 2.465 -0.093 -0.001 -0.075 0.00
H 1.960 -1.682 3.414 0.036 0.095 -0.154 0.11
H 2.345 -0.112 2.664 -0.161 -0.139 0.027 0.07
H 2.758 -1.614 1.830 -0.071 0.019 0.091 0.09
C 0.978 -3.211 0.286 -0.019 0.102 -0.092 0.00
H 0.862 -4.092 0.931 0.015 0.181 -0.089 0.11
H 2.044 -2.981 0.221 -0.106 -0.054 0.017 0.09
H 0.628 -3.491 -0.711 0.044 -0.033 0.160 0.08
C -2.123 -2.634 -0.201 0.026 0.084 -0.040 -0.01
H -2.408 -3.518 0.385 0.072 0.164 -0.093 0.11
H -1.656 -2.988 -1.124 -0.073 -0.004 0.099 0.08
H -3.041 -2.105 -0.468 0.096 -0.100 0.052 0.07
C -0.541 1.914 -0.993 -1.768 0.801 -0.827 -0.16
C -1.667 1.077 -0.966 -0.684 2.292 -1.221 -0.18
C -2.203 0.336 -2.174 0.124 -0.195 0.183 -0.15
C -1.084 -0.390 -2.938 0.080 0.139 0.212 -0.15
C 0.029 -0.850 -2.000 1.364 -0.298 -1.980 -0.19
C 1.227 -0.124 -1.793 -0.241 -0.909 -1.829 -0.18
C 1.482 1.230 -2.416 -0.150 0.121 0.233 -0.16
C 0.294 2.207 -2.228 0.032 -0.238 -0.015 -0.15
H -2.745 1.033 -2.833 0.179 -0.094 0.192 0.13
H -0.663 0.260 -3.711 -0.027 -0.189 0.085 0.05
H -2.942 -0.396 -1.831 0.061 0.143 -0.040 0.10
H -0.353 2.198 -3.113 0.090 -0.029 0.151 0.10
H -0.461 2.646 -0.197 0.071 -0.262 0.133 0.12
H -2.406 1.291 -0.199 0.269 -0.111 0.068 0.10
H 0.687 3.224 -2.142 -0.088 -0.129 0.019 0.12
H 2.366 1.655 -1.937 -0.071 -0.090 -0.214 0.09
H 2.122 -0.687 -1.536 -0.216 -0.007 0.139 0.11
H 1.711 1.117 -3.488 -0.099 -0.119 0.254 0.12
H -1.496 -1.260 -3.460 0.126 0.127 0.130 0.12
H 0.094 -1.928 -1.881 0.042 0.219 0.169 0.08
P -0.253 1.387 -6.547 -0.013 0.449 -0.429 0.78
C -0.303 3.242 -6.532 -0.111 -0.132 -0.023 -0.33
C -1.634 1.059 -7.739 0.044 0.041 0.172 -0.32
P 2.096 -0.444 -7.348 0.244 0.072 -0.340 0.76
C 1.190 1.146 -7.701 -0.116 -0.171 0.082 -0.61
C 1.548 -1.422 -8.828 0.077 0.021 0.158 -0.33
C 3.786 0.053 -7.926 -0.146 -0.074 -0.074 -0.33
H 0.562 3.628 -5.982 -0.090 -0.050 -0.070 0.03
H -1.208 3.576 -6.013 0.100 -0.002 -0.081 0.03
H -0.299 3.663 -7.545 0.001 -0.069 0.173 0.04
H -1.549 1.674 -8.644 0.017 -0.093 0.175 0.04
H -2.592 1.269 -7.253 0.091 -0.062 -0.098 0.03
H -1.616 0.003 -8.025 -0.050 0.103 0.033 0.03
H 3.769 0.457 -8.946 0.010 -0.065 0.161 0.04
H 4.451 -0.816 -7.898 -0.069 0.136 -0.006 0.03
H 4.185 0.814 -7.250 -0.012 -0.108 -0.061 0.03
H 1.871 2.001 -7.588 -0.086 -0.244 0.041 0.04
H 0.840 1.122 -8.743 0.085 0.222 0.171 0.04
H 2.116 -2.357 -8.873 -0.104 0.125 0.004 0.03
H 1.695 -0.870 -9.764 -0.007 -0.067 0.160 0.04
H 0.488 -1.676 -8.726 0.128 0.013 -0.021 0.02
C 2.420 3.165 1.684 -0.069 0.378 0.476 -0.06
C 2.217 2.109 0.595 0.220 -0.108 0.998 -0.54
C 3.536 1.338 0.420 0.277 0.237 -0.381 -0.05
O 1.162 1.274 1.014 2.372 2.516 1.397 -0.38
H 2.695 2.686 2.648 -0.127 0.294 -0.520 0.09
H 1.481 3.741 1.833 0.551 -0.311 -0.039 0.09
H 3.224 3.875 1.394 -0.454 -0.413 0.219 0.09
H 1.932 2.709 -0.272 0.190 -0.245 -0.489 0.10
H 3.862 0.876 1.373 -0.274 0.340 -0.427 0.08
H 3.461 0.533 -0.326 0.016 0.217 0.193 0.06
H 4.337 2.033 0.092 -0.378 -0.434 0.155 0.09